1.
C5H5NO | the ωB97M-V functional and the def2-TZVPD basis

Results
maximum force	6.3	eV Å⁻¹
energy relative to the best compared isomer or geometry (same formula, charge and spin)	125.9	kcal/mol
total energy	-323.3191	Ha
SMILES	C#C[C@H]1CN1C=O
Kohn-Sham gap	0.3849	Eh
LUMO energy	0.46	eV
total charge	0

```
12
Properties=species:S:1:pos:R:3:nbo_charge:R:1
C 0.57 0.46 2.86 -0.204
C 0.34 0.29 1.68 -0.011
C -0.01 -0.37 0.38 -0.138
C -1.17 0.11 -0.29 -0.225
N 0.11 0.39 -0.95 -0.423
C 0.72 -0.10 -2.05 0.527
O 0.46 -0.18 -3.32 -0.573
H 0.42 1.01 3.68 0.218
H 0.31 -1.43 0.49 0.252
H -1.59 -0.80 -0.67 0.218
H -1.81 1.22 -0.14 0.254
H 1.65 -0.60 -1.67 0.104
```



2.
CHF3N2O | the ωB97M-V functional and the def2-TZVPD basis

Results
maximum force	6.0	eV Å⁻¹
energy relative to the best compared isomer or geometry (same formula, charge and spin)	99.4	kcal/mol
total energy	-522.6958	Ha
Kohn-Sham gap (alpha / beta)	0.2797 / 0.2630	Eh
spin multiplicity	3
LUMO energy (alpha / beta)	-0.09 / -4.80	eV
total charge	0

```
8
Properties=species:S:1:pos:R:3:nbo_charge:R:1
C 1.55 -0.19 0.30 0.728
N -0.95 0.61 -0.61 0.124
N -1.76 0.95 0.15 0.196
O 1.03 -0.34 1.34 -0.518
F -0.89 -0.69 -1.15 -0.167
F 2.13 -1.20 -0.35 -0.339
F -2.77 0.12 0.62 -0.146
H 1.67 0.73 -0.29 0.122
```



3.
C6H19NO4 | the ωB97M-V functional and the def2-TZVPD basis

Results
maximum force	4.4	eV Å⁻¹
energy relative to the best compared isomer or geometry (same formula, charge and spin)	93.1	kcal/mol
total energy	-595.6106	Ha
SMILES	C=C/C=C(\C)NC.O.O.O.O
Kohn-Sham gap	0.2972	Eh
LUMO energy	0.16	eV
total charge	0

```
30
Properties=species:S:1:pos:R:3:nbo_charge:R:1
C 0.04 -2.83 -0.49 -0.397
C 0.51 -2.16 0.55 -0.210
C 0.59 -0.68 0.59 -0.434
C -0.50 0.10 0.56 0.258
C -1.91 -0.34 0.64 -0.692
N -0.31 1.46 0.74 -0.635
C -1.31 2.42 0.36 -0.442
H -0.13 -3.96 -0.37 0.214
H -0.20 -2.21 -1.40 0.201
H 0.75 -2.62 1.57 0.187
H 1.68 -0.45 0.44 0.210
H -2.37 -0.24 1.67 0.254
H -2.49 0.21 -0.11 0.228
H -1.98 -1.44 0.37 0.246
H 0.69 1.76 0.50 0.392
H -2.01 2.25 -0.47 0.206
H -1.02 3.55 0.36 0.219
H -2.07 2.43 1.22 0.187
O 2.13 1.54 -1.39 -0.957
H 2.78 1.03 -1.87 0.492
H 2.31 2.37 -1.79 0.478
O -0.80 -0.83 3.44 -0.932
H -0.66 0.10 3.39 0.468
H -0.07 -1.21 2.99 0.470
O -0.31 0.91 -2.34 -0.920
H 0.00 0.05 -2.27 0.451
H 0.33 1.41 -1.96 0.470
O 2.10 -1.08 -2.00 -0.946
H 2.81 -1.08 -1.37 0.461
H 1.43 -0.47 -1.56 0.474
```



4.
C3H5NO2S | the ωB97M-V functional and the def2-TZVPD basis

Results
maximum force	4.5	eV Å⁻¹
energy relative to the best compared isomer or geometry (same formula, charge and spin)	79.2	kcal/mol
total energy	-720.6203	Ha
Kohn-Sham gap (alpha / beta)	0.2874 / 0.2883	Eh
LUMO energy (alpha / beta)	-1.51 / -1.49	eV
total charge	0

```
12
Properties=species:S:1:pos:R:3:nbo_charge:R:1
C -0.02 0.46 0.28 0.213
C -1.11 -0.31 -0.17 -0.564
C 1.52 -0.08 0.27 -0.096
N -0.19 1.63 0.71 -0.643
O 1.78 -1.13 -0.63 -0.699
O -3.45 -0.94 -0.72 -0.880
S -2.76 0.19 -0.17 1.257
H 1.08 -1.12 -1.23 0.460
H -1.09 -1.25 -0.59 0.233
H 2.08 0.74 0.02 0.170
H 1.70 -0.48 1.18 0.183
H 0.47 2.28 1.05 0.366
```



5.
C13H22ClF3O2 | the ωB97M-V functional and the def2-TZVPD basis

Results
maximum force	8.7	eV Å⁻¹
energy relative to the best compared isomer or geometry (same formula, charge and spin)	172.0	kcal/mol
total energy	-1418.5560	Ha
SMILES	C[C@H](F)C[C@@](C[C@@H](C)F)(C[C@@H](C)Cl)OC(=O)CCF
Kohn-Sham gap	0.3839	Eh
LUMO energy	0.12	eV
total charge	0

```
41
Properties=species:S:1:pos:R:3:nbo_charge:R:1
C 0.19 1.64 3.33 -0.666
C 0.02 1.97 1.69 0.198
F -0.93 3.14 1.68 -0.418
C -0.73 0.71 0.97 -0.526
C -0.01 0.06 -0.34 0.288
C -1.16 -0.95 -1.00 -0.478
C -0.60 -2.32 -1.66 0.211
C 0.46 -2.13 -2.92 -0.673
F -0.13 -3.36 -0.67 -0.418
C 0.37 1.11 -1.54 -0.470
C -0.44 2.51 -1.62 -0.193
C 0.13 3.27 -2.99 -0.633
Cl -2.28 2.37 -1.89 -0.091
O 1.18 -0.75 -0.13 -0.573
C 1.51 -1.09 1.24 0.800
O 2.34 -0.23 1.89 -0.564
C 1.17 -2.47 2.06 -0.553
C -0.35 -2.63 2.60 0.029
F -0.42 -1.91 3.93 -0.405
H -0.83 1.86 3.90 0.230
H 1.00 2.36 3.79 0.226
H 0.47 0.52 3.54 0.241
H 1.04 2.28 1.20 0.205
H -1.78 1.12 0.60 0.281
H -1.00 -0.05 1.83 0.246
H -1.84 -0.42 -1.78 0.256
H -1.86 -1.27 -0.09 0.218
H -1.55 -2.85 -2.17 0.185
H 1.52 -1.73 -2.59 0.238
H -0.04 -1.33 -3.65 0.218
H 0.57 -3.11 -3.59 0.235
H 1.52 1.39 -1.39 0.250
H 0.33 0.63 -2.63 0.235
H -0.18 3.28 -0.75 0.254
H 0.07 2.53 -3.90 0.213
H -0.50 4.25 -3.23 0.235
H 1.25 3.60 -2.81 0.219
H 1.90 -2.56 2.99 0.277
H 1.40 -3.42 1.39 0.268
H -0.62 -3.77 2.84 0.205
H -1.20 -2.24 1.88 0.196
```



6.
C4H8O2 | the ωB97M-V functional and the def2-TZVPD basis

Results
maximum force	1.8	eV Å⁻¹
energy relative to the best compared isomer or geometry (same formula, charge and spin)	90.6	kcal/mol
total energy	-307.5681	Ha
Kohn-Sham gap	0.3545	Eh
LUMO energy	0.98	eV
total charge	0

```
14
Properties=species:S:1:pos:R:3:nbo_charge:R:1
C 0.04 0.29 -2.05 -0.249
O -0.57 0.75 -0.87 -0.514
C 0.20 0.75 0.24 0.126
C -0.34 1.02 1.43 -0.523
C 0.39 -1.75 0.27 0.513
O 1.30 -2.42 0.41 -0.524
H -0.61 0.56 -2.88 0.201
H 1.03 0.75 -2.20 0.172
H 0.16 -0.81 -2.04 0.176
H 1.27 0.64 0.09 0.179
H 0.26 1.10 2.33 0.221
H -1.40 1.25 1.50 0.222
H -0.86 -0.69 1.99 0.032
H -0.85 -1.43 1.79 -0.031
```



7.
C17H16N2O5S3 | the ωB97M-V functional and the def2-TZVPD basis

Results
maximum force	1.0	eV Å⁻¹
total energy	-2337.7056	Ha
SMILES	CS(=O)(=O)c1ccc2nc(NC(=O)CCS(=O)(=O)c3ccccc3)sc2c1
Kohn-Sham gap	0.3381	Eh
LUMO energy	0.18	eV
total charge	0

```
43
Properties=species:S:1:pos:R:3:nbo_charge:R:1
C 0.56 -2.80 -5.51 -0.856
S -0.96 -1.79 -5.51 2.178
O -2.03 -2.59 -4.99 -0.947
O -1.11 -1.21 -6.81 -0.942
C -0.57 -0.50 -4.33 -0.347
C 0.14 0.61 -4.76 -0.185
C 0.49 1.60 -3.87 -0.209
C 0.11 1.47 -2.54 0.119
N 0.38 2.36 -1.54 -0.476
C -0.11 1.97 -0.42 0.267
N 0.03 2.69 0.73 -0.614
C -0.43 2.22 1.93 0.724
O -1.06 1.19 2.01 -0.609
C -0.13 3.09 3.14 -0.508
C 0.13 2.16 4.31 -0.629
S 1.44 0.97 3.78 2.155
O 1.99 1.47 2.54 -0.960
O 2.35 0.81 4.89 -0.932
C 0.63 -0.60 3.47 -0.328
C -0.06 -1.21 4.49 -0.141
C -0.70 -2.41 4.25 -0.224
C -0.66 -2.97 2.98 -0.183
C 0.05 -2.35 1.96 -0.206
C 0.70 -1.15 2.21 -0.172
S -0.97 0.44 -0.41 0.421
C -0.63 0.33 -2.12 -0.171
C -0.97 -0.66 -3.02 -0.219
H 1.38 -2.18 -5.83 0.238
H 0.71 -3.18 -4.51 0.236
H 0.41 -3.62 -6.20 0.251
H 0.40 0.68 -5.81 0.240
H 1.04 2.48 -4.18 0.232
H 0.63 3.50 0.68 0.430
H -0.99 3.74 3.33 0.251
H 0.75 3.71 2.95 0.235
H -0.75 1.57 4.55 0.253
H 0.51 2.68 5.19 0.257
H -0.07 -0.76 5.48 0.219
H -1.25 -2.91 5.04 0.220
H -1.17 -3.90 2.78 0.219
H 0.08 -2.79 0.98 0.221
H 1.26 -0.64 1.44 0.245
H -1.54 -1.53 -2.74 0.248
```



8.
C20H43InN2P3S2 | the ωB97M-V functional and the def2-TZVPD basis

Results
maximum force	3.2	eV Å⁻¹
energy relative to the best compared isomer or geometry (same formula, charge and spin)	0.0	kcal/mol
total energy	-2906.8983	Ha
Kohn-Sham gap (alpha / beta)	0.1474 / 0.1718	Eh
LUMO energy (alpha / beta)	-11.80 / -11.01	eV
total charge	+3

```
71
Properties=species:S:1:pos:R:3:mulliken_charge:R:1
In 0.35 -0.22 0.31 0.771
P 1.90 1.73 1.45 1.199
P -1.51 0.92 2.38 0.677
P -1.21 2.37 -0.88 0.793
H 0.49 -4.61 -6.97 0.426
C 0.68 -3.62 -7.41 -0.683
C 1.91 -3.11 -7.43 -0.543
H 2.75 -3.67 -7.00 0.324
C 3.30 0.81 2.18 -1.404
C 1.52 2.93 2.77 -1.335
C 2.74 2.80 0.23 -1.332
C -3.15 0.08 2.25 -1.302
C -1.10 0.39 4.08 -1.205
C -2.14 2.61 2.79 -1.595
C -0.85 2.61 -2.65 -1.394
C -1.10 4.11 -0.32 -1.185
C -3.04 2.16 -0.96 -1.186
H -0.19 -3.10 -7.83 0.305
H 2.14 -2.13 -7.85 0.287
H 3.37 -0.20 1.73 0.353
H 3.17 0.71 3.26 0.346
H 4.22 1.37 1.98 0.496
H 1.05 2.45 3.63 0.321
H 0.86 3.72 2.40 0.343
H 2.46 3.39 3.10 0.512
H 3.22 2.19 -0.55 0.398
H 3.51 3.37 0.76 0.515
H 2.04 3.49 -0.24 0.237
H -3.75 0.37 3.12 0.425
H -3.00 -1.01 2.24 0.380
H -3.67 0.39 1.33 0.325
H -1.84 0.84 4.75 0.534
H -0.10 0.73 4.37 0.334
H -1.17 -0.70 4.17 0.289
H -2.72 2.51 3.71 0.572
H -2.79 3.01 2.00 0.428
H -1.31 3.30 2.97 0.346
H -1.49 3.42 -3.04 0.541
H -1.04 1.69 -3.22 0.332
H 0.20 2.89 -2.78 0.387
H -1.83 4.71 -0.87 0.470
H -0.09 4.50 -0.53 0.407
H -1.29 4.19 0.75 0.238
H -3.44 2.83 -1.74 0.529
H -3.52 2.39 0.00 0.342
H -3.27 1.12 -1.23 0.312
C 0.63 -0.94 -3.14 0.956
C -0.76 -1.17 -3.19 -0.129
C -1.28 -2.19 -3.97 -0.981
C -0.41 -2.98 -4.75 -0.559
C 0.97 -2.80 -4.62 -0.332
C 1.51 -1.77 -3.88 -0.805
S 1.29 0.32 -2.19 -0.153
H -1.31 -0.11 -0.54 -0.225
H -1.38 -0.55 -2.56 0.261
H -2.35 -2.39 -3.96 0.446
H -0.81 -3.72 -5.45 0.426
H 1.67 -3.43 -5.19 0.645
H 2.58 -1.58 -3.84 0.446
S 1.52 -2.23 1.05 -0.241
C 0.93 -2.63 2.63 0.222
N 0.17 -3.71 2.91 -0.104
C 0.09 -3.98 4.34 -0.457
C 0.91 -2.84 4.95 -0.505
N 1.32 -2.06 3.80 0.188
H -0.23 -4.32 2.20 0.219
H 0.53 -4.96 4.57 0.334
H -0.95 -3.95 4.67 0.307
H 1.79 -3.25 5.49 0.367
H 0.32 -2.21 5.62 0.300
H 1.96 -1.26 3.85 0.043
```